Record 1
Density functional theory data (ωB97M-V/def2-TZVPD) for a cluster of 2 separate species, C8H8IN3O in total.

```
21
C8H8IN3O ωB97M-V/def2-TZVPD
C -0.014 -0.843 -0.489
C -1.289 -0.530 0.068
C -0.285 -1.804 -1.528
C 1.123 -0.027 0.036
C 0.826 1.075 0.631
C -2.438 -3.750 1.205
C -1.586 0.545 1.047
C -0.523 1.589 0.858
N -2.114 -1.392 -0.582
N -1.573 -2.186 -1.500
N 0.543 -2.233 -2.547
O -2.787 -4.784 0.918
I -4.015 -1.513 -0.100
H 2.204 -0.225 -0.179
H 1.685 1.612 0.968
H -2.625 0.954 1.180
H -1.406 0.101 1.974
H -0.553 2.170 1.778
H -0.816 2.228 0.106
H 0.031 -2.947 -2.866
H 1.473 -2.614 -2.123
```

Results
Frontier orbital gap: 7.825 eV
HOMO: -7.91 eV
Spin multiplicity: 1

Record 2
Density functional theory data (ωB97M-V/def2-TZVPD) for a structure of composition C8H8N.

```
17
C8H8N ωB97M-V/def2-TZVPD
C 1.338 2.445 -1.543
C 0.715 2.480 -0.284
C 1.023 1.073 -1.414
C -0.069 1.310 -0.431
C 1.008 -0.384 -1.061
C -1.311 -2.140 0.912
C -0.978 -0.654 0.881
C -0.051 -0.006 -0.052
N -1.030 -1.698 2.232
H 1.917 3.140 -2.057
H 1.190 2.858 0.606
H 0.895 -0.940 -1.945
H 1.814 -0.759 -0.507
H -2.301 -2.527 0.520
H -0.442 -2.737 0.465
H -1.804 -0.059 0.925
H -1.916 -1.402 2.752
```

Results
Net charge: +1
Frontier orbital gap: 7.827 eV
HOMO: -12.97 eV
Spin multiplicity: 1

Record 3
Density functional theory data (ωB97M-V/def2-TZVPD) for the molecule C8H8N2.

```
18
C8H8N2 ωB97M-V/def2-TZVPD
C -1.719 1.188 -0.422
C -3.352 -0.170 0.413
C -0.743 0.110 -0.395
C -1.335 -1.073 -0.050
C 2.561 -0.254 0.297
C 1.625 0.987 0.007
C 1.483 -1.185 -0.198
C 0.557 -0.017 -0.314
N -2.944 0.984 -0.017
N -2.540 -1.300 0.178
H -1.482 2.005 -0.990
H -4.271 -0.076 0.996
H 3.416 -0.369 -0.316
H 2.733 -0.398 1.299
H 1.282 1.528 0.817
H 1.943 1.558 -0.832
H 1.747 -1.660 -1.087
H 1.039 -1.859 0.614
```

Results
Frontier orbital gap (spin up / spin down): 7.257 / 7.080 eV
HOMO (spin up / spin down): -7.95 / -7.17 eV
Spin multiplicity: 1

Record 4
Density functional theory data (ωB97M-V/def2-TZVPD) for the molecule C8H8N2O.

```
19
C8H8N2O ωB97M-V/def2-TZVPD
O -2.930 -0.534 -0.335
C -2.614 -1.730 0.334
N -1.483 -1.553 1.152
N -1.266 -0.292 2.093
C -0.651 -0.467 0.988
C 0.405 0.150 0.281
C 1.065 1.222 0.943
C 2.216 1.824 0.427
C 2.525 1.523 -0.921
C 1.905 0.447 -1.551
C 0.998 -0.288 -0.949
H -3.876 -0.437 -0.679
H -2.352 -2.696 -0.255
H -3.525 -2.124 1.037
H 0.620 1.477 1.911
H 2.973 2.375 1.062
H 3.160 2.117 -1.589
H 2.239 0.114 -2.531
H 0.590 -1.127 -1.417
```

Results
Frontier orbital gap: 8.479 eV
HOMO: -8.51 eV
Spin multiplicity: 1

Record 5
Density functional theory data (ωB97M-V/def2-TZVPD) for the molecule C8H8N2O3S.

```
22
C8H8N2O3S ωB97M-V/def2-TZVPD
C 3.521 -0.729 -0.759
C 3.491 0.235 0.265
C -2.697 1.307 0.279
C -3.727 0.365 0.494
C 2.348 -1.436 -0.690
C 2.303 0.096 0.933
C -1.711 0.678 -0.427
C -3.337 -0.806 -0.093
N 1.628 -0.912 0.331
N -2.120 -0.597 -0.660
O -1.292 -3.081 0.979
O 0.432 -1.413 0.811
O -1.413 -1.513 -1.311
S -0.326 -2.661 0.035
H 4.311 -0.887 -1.465
H 4.258 0.948 0.485
H -2.686 2.328 0.603
H -4.647 0.531 1.018
H 1.970 -2.238 -1.289
H 1.886 0.623 1.765
H -0.773 1.036 -0.804
H -3.815 -1.762 -0.159
```

Results
Frontier orbital gap (spin up / spin down): 7.566 / 7.567 eV
HOMO (spin up / spin down): -8.42 / -8.42 eV
Spin multiplicity: 1

Record 6
Density functional theory data (ωB97M-V/def2-TZVPD) for the molecule C8H8N2O3S2.

```
23
C8H8N2O3S2 ωB97M-V/def2-TZVPD
C -2.521 -2.445 -1.531
C -2.039 -1.504 -0.601
C -2.020 -2.244 -2.782
C -1.191 -0.610 -1.182
C 1.253 0.244 0.214
C 1.616 1.240 1.219
C 0.888 -0.977 1.095
C 2.009 2.651 1.037
N 1.366 0.681 2.380
N 0.956 -0.581 2.381
O 0.546 -2.048 0.640
O -0.179 1.787 -1.408
O -1.197 1.151 0.736
S -0.951 -0.905 -2.857
S -0.429 0.777 -0.417
H -3.206 -3.233 -1.281
H -2.289 -1.473 0.443
H -2.230 -2.805 -3.671
H 1.868 0.112 -0.666
H 1.143 3.293 1.204
H 2.357 2.820 0.022
H 2.790 2.936 1.742
H 1.458 1.134 3.283
```

Results
Frontier orbital gap (spin up / spin down): 8.052 / 8.051 eV
HOMO (spin up / spin down): -8.54 / -8.54 eV
Spin multiplicity: 1

Record 7
Density functional theory data (ωB97M-V/def2-TZVPD) for the ion C8H8N2P with charge +1.

```
19
C8H8N2P ωB97M-V/def2-TZVPD
C -1.118 0.979 -2.357
P 0.053 1.742 -3.156
C 1.620 1.267 -2.357
N 1.512 0.458 -1.393
N 0.584 -0.195 -0.954
C 0.166 -0.452 0.303
C -0.900 -1.355 0.469
C -1.321 -1.680 1.739
C -0.679 -1.140 2.849
C 0.377 -0.248 2.689
C 0.791 0.121 1.429
H -2.156 0.862 -2.589
H 0.513 2.659 -4.100
H 2.591 1.563 -2.721
H -1.385 -1.757 -0.406
H -2.146 -2.362 1.873
H -1.000 -1.415 3.842
H 0.879 0.157 3.554
H 1.619 0.798 1.286
```

Results
Net charge: +1
Frontier orbital gap (spin up / spin down): 6.941 / 6.941 eV
HOMO (spin up / spin down): -12.84 / -12.84 eV
Spin multiplicity: 1

Record 8
Density functional theory data (ωB97M-V/def2-TZVPD) for the ion C8H8N3O4 with charge +1.

```
23
C8H8N3O4 ωB97M-V/def2-TZVPD
C -2.708 1.889 0.015
C -2.271 0.542 0.097
N -3.063 -0.518 0.150
O -2.375 -1.701 0.272
C -1.051 -1.288 0.215
C -0.915 0.108 0.153
C 0.336 0.880 0.163
C 1.594 0.366 0.218
C 2.864 1.180 0.132
O 2.955 2.346 -0.064
O 3.874 0.273 0.237
N 3.486 -1.028 -0.062
N 1.895 -0.983 0.349
C 1.108 -1.944 -0.469
O -0.137 -2.239 0.164
H -2.586 2.423 -0.888
H -2.062 2.598 0.730
H -3.838 1.911 0.033
H -4.018 -0.742 -0.084
H 0.149 1.903 0.154
H 3.913 -1.592 0.676
H 1.778 -2.739 -0.608
H 1.073 -1.646 -1.582
```

Results
Net charge: +1
Frontier orbital gap: 8.234 eV
HOMO: -12.40 eV
Spin multiplicity: 1

In g/mol, the M values for the records above are, in order, 289.1, 118.2, 132.2, 148.2, 212.2, 244.3, 163.1, 210.2.
In Ha, the DFT total energy values for the records above are, in order, -846.7514, -363.8144, -418.9469, -494.2427, -1042.8657, -1441.1805, -760.0438, -774.4356.